(1)
ORCA calculation (the ωB97M-V functional and the def2-TZVPD basis) on the molecule C5H5NO at a distorted geometry.

```
12
Properties=species:S:1:pos:R:3:lowdin_charge:R:1
O -1.61 1.03 -0.43 0.095
N 1.58 -0.56 0.38 -0.001
C 2.11 -1.11 -0.50 0.096
C 1.03 1.76 0.20 0.116
C -0.81 0.16 -0.19 -0.414
C -1.22 -1.28 -0.06 -0.016
C 0.65 0.50 -0.02 -0.285
H 2.07 2.03 0.32 0.077
H -0.51 -2.01 0.32 0.064
H -1.51 -1.66 -1.04 0.096
H -2.06 -1.38 0.63 0.092
H 0.29 2.51 0.40 0.080
```

Summary:
Energy relative to the best compared isomer or geometry (same formula, charge and spin) (kJ/mol): 281.7
Gap between HOMO and LUMO (eV): 10.09
Energy (eV): -8800.500

---

(2)
ORCA calculation (the ωB97M-V functional and the def2-TZVPD basis) on the molecule C5H5NO at a distorted geometry.

```
12
Properties=species:S:1:pos:R:3:lowdin_charge:R:1
O -0.99 0.17 -1.89 0.048
N 1.12 1.36 2.22 0.155
C 0.61 1.40 1.18 -0.219
C -0.50 0.12 -0.61 -0.370
C 0.25 -1.99 0.63 0.027
C -0.37 -0.98 0.09 -0.050
C -0.02 1.46 -0.14 -0.105
H -0.82 2.20 -0.13 0.131
H 1.29 -2.13 0.32 0.070
H -1.15 -0.74 -2.18 0.118
H -0.15 -2.68 1.37 0.057
H 0.73 1.80 -0.86 0.136
```

Summary:
Energy relative to the best compared isomer or geometry (same formula, charge and spin) (kJ/mol): 217.1
SMILES: C=C=C(O)CC#N
Gap between HOMO and LUMO (eV): 9.82
Energy (eV): -8801.169

---

(3)
ORCA calculation (the ωB97M-V functional and the def2-TZVPD basis) on the molecule C5H5NO at a distorted geometry.

```
12
Properties=species:S:1:pos:R:3:lowdin_charge:R:1
O 1.46 -1.78 -0.04 -0.093
N 0.24 -1.44 -0.32 -0.059
C -3.04 -0.19 -0.08 0.049
C -0.24 -0.14 -0.38 -0.267
C -1.79 -0.20 -0.21 -0.090
C 1.70 1.19 -0.14 -0.001
C 0.40 1.15 -0.24 -0.197
H 2.24 0.31 -0.37 0.032
H 1.28 -2.72 0.57 0.238
H -0.20 2.00 0.45 0.174
H 2.08 2.24 0.41 0.133
H -4.13 -0.42 0.34 0.083
```

Summary:
Energy relative to the best compared isomer or geometry (same formula, charge and spin) (kJ/mol): 730.4
SMILES: C#C/C(C=C)=N/O
Gap between HOMO and LUMO (eV): 8.81
Energy (eV): -8795.849

---

(4)
ORCA calculation (the ωB97M-V functional and the def2-TZVPD basis) on C5H5NO as an isolated structure at a distorted geometry.

```
12
Properties=species:S:1:pos:R:3:lowdin_charge:R:1
O 1.35 -1.12 0.00 0.019
N 1.35 1.17 0.00 0.082
C 1.98 0.07 0.00 -0.169
C 0.01 1.05 0.00 -0.197
C -0.97 -1.87 0.00 0.033
C -1.04 1.84 0.00 0.041
C 0.00 -0.99 0.00 -0.176
H -0.78 -2.94 0.00 0.061
H -1.99 -1.55 0.02 0.052
H -0.94 2.91 -0.01 0.062
H 3.05 0.01 0.01 0.138
H -2.03 1.43 -0.01 0.055
```

Summary:
Energy relative to the best compared isomer or geometry (same formula, charge and spin) (kJ/mol): 320.0
Gap between HOMO and LUMO (eV): 9.35
Energy (eV): -8800.102

---

(5)
ORCA calculation (the ωB97M-V functional and the def2-TZVPD basis) on the molecule C5H5NO at a distorted geometry.

```
12
Properties=species:S:1:pos:R:3:lowdin_charge:R:1
O 2.72 1.16 -0.34 0.059
N -1.98 -0.48 -0.18 -0.034
C -0.68 -0.55 -0.21 -0.036
C -2.67 0.74 0.05 -0.171
C 0.62 -1.01 -0.32 0.008
C 1.93 -1.08 -0.13 -0.096
C 2.73 0.11 0.26 -0.276
H 3.41 0.03 1.09 0.109
H -2.64 1.37 -1.00 0.136
H 2.47 -2.04 -0.48 0.133
H -3.75 0.46 0.39 0.094
H -2.16 1.30 0.86 0.075
```

Summary:
Energy relative to the best compared isomer or geometry (same formula, charge and spin) (kJ/mol): 418.2
SMILES: CN=C=C=CC=O
Gap between HOMO and LUMO (eV): 8.20
Energy (eV): -8799.084

---

(6)
ORCA calculation (the ωB97M-V functional and the def2-TZVPD basis) on a 2-piece molecular cluster, C5H5NO overall at a distorted geometry.

```
12
Properties=species:S:1:pos:R:3:lowdin_charge:R:1
O -2.47 -1.48 0.32 0.046
N 0.36 -1.64 -2.13 0.149
C -0.16 0.44 0.74 -0.155
C -1.64 -1.99 0.90 0.030
C 1.21 0.84 0.36 -0.099
C 0.20 0.54 -0.72 -0.264
C 0.30 -0.67 -1.51 -0.210
H 1.51 1.87 0.50 0.104
H -0.88 1.15 1.12 0.116
H -0.23 -0.56 1.16 0.026
H 1.99 0.10 0.53 0.114
H -0.19 1.39 -1.28 0.141
```

Summary:
Energy relative to the best compared isomer or geometry (same formula, charge and spin) (kJ/mol): 149.9
Gap between HOMO and LUMO (eV): 11.76
Energy (eV): -8801.865

---

(7)
ORCA calculation (the ωB97M-V functional and the def2-TZVPD basis) on the molecule C5H5NO.

```
12
Properties=species:S:1:pos:R:3:lowdin_charge:R:1
O -1.41 -1.84 1.43 0.034
N 0.21 1.25 0.57 -0.050
C 1.15 1.18 -0.33 0.037
C -0.59 0.33 1.18 -0.073
C -0.81 -1.02 0.75 -0.472
C -0.16 -1.71 -1.76 0.130
C -0.41 -1.38 -0.63 -0.053
H -1.12 0.68 2.05 0.114
H 1.45 0.22 -0.73 0.064
H 0.06 -2.00 -2.77 0.035
H 1.60 2.10 -0.68 0.074
H 0.04 2.19 0.92 0.160
```

Summary:
Energy relative to the best compared isomer or geometry (same formula, charge and spin) (kJ/mol): 375.9
Gap between HOMO and LUMO (alpha / beta) (eV): 7.68 / 7.68
Energy (eV): -8799.523

---

(8)
ORCA calculation (the ωB97M-V functional and the def2-TZVPD basis) on the molecule C5H5NO at a distorted geometry.

```
12
Properties=species:S:1:pos:R:3:lowdin_charge:R:1
O 2.40 -0.20 -1.55 0.063
N -2.54 1.49 -0.49 0.153
C -0.92 -0.43 0.16 -0.225
C -1.79 0.63 -0.30 -0.195
C 1.36 0.22 -1.09 -0.222
C 0.57 -0.58 -0.12 -0.188
C 0.09 0.03 1.17 -0.054
H -1.43 -1.38 0.29 0.145
H 0.16 1.11 1.25 0.122
H 0.91 -1.60 -0.05 0.149
H 0.21 -0.51 2.10 0.114
H 0.98 1.22 -1.37 0.137
```

Summary:
Energy relative to the best compared isomer or geometry (same formula, charge and spin) (kJ/mol): 143.7
SMILES: N#C[C@@H]1C[C@@H]1C=O
Gap between HOMO and LUMO (eV): 11.02
Energy (eV): -8801.929

---

(9)
ORCA calculation (the ωB97M-V functional and the def2-TZVPD basis) on the molecule C5H5NO at a distorted geometry.

```
12
Properties=species:S:1:pos:R:3:lowdin_charge:R:1
O 1.26 1.38 -0.87 -0.024
N -2.02 -0.99 1.61 0.151
C 0.19 -0.78 -0.93 -0.090
C -0.43 -1.64 -1.50 0.145
C 0.85 0.25 -0.12 -0.391
C -0.07 0.68 1.07 -0.106
C -1.15 -0.26 1.38 -0.235
H 0.52 0.84 1.98 0.124
H -0.52 1.64 0.81 0.127
H -1.01 -2.41 -1.98 0.042
H 0.61 1.51 -1.58 0.106
H 1.77 -0.17 0.30 0.150
```

Summary:
Energy relative to the best compared isomer or geometry (same formula, charge and spin) (kJ/mol): 240.2
SMILES: C#C[C@@H](O)CC#N
Gap between HOMO and LUMO (eV): 11.31
Energy (eV): -8800.930

---

(10)
ORCA calculation (the ωB97M-V functional and the def2-TZVPD basis) on the molecule C5H5NO at a distorted geometry.

```
12
Properties=species:S:1:pos:R:3:lowdin_charge:R:1
O -0.58 1.12 -1.65 -0.019
N 0.24 0.23 2.43 0.156
C -0.07 0.04 -0.90 -0.386
C -1.00 -0.74 -0.08 -0.092
C -1.20 -1.50 0.83 0.123
C 0.72 0.49 1.41 -0.231
C 1.10 0.59 0.00 -0.088
H -1.30 -2.17 1.66 0.049
H 2.01 0.00 -0.15 0.123
H -1.54 1.07 -1.69 0.098
H 0.33 -0.74 -1.57 0.145
H 1.31 1.62 -0.28 0.123
```

Summary:
Energy relative to the best compared isomer or geometry (same formula, charge and spin) (kJ/mol): 292.9
SMILES: C#C[C@@H](O)CC#N
Gap between HOMO and LUMO (eV): 10.80
Energy (eV): -8800.383

---

(11)
ORCA calculation (the ωB97M-V functional and the def2-TZVPD basis) on the molecule C5H5NO at a distorted geometry.

```
12
Properties=species:S:1:pos:R:3:lowdin_charge:R:1
O -1.44 -1.74 1.19 0.084
N 0.51 -1.49 -2.71 0.157
C 0.91 0.41 0.30 -0.069
C 0.15 0.45 -1.01 -0.203
C -0.99 -0.63 1.29 -0.258
C -0.59 0.41 0.30 -0.202
C 0.32 -0.65 -1.94 -0.177
H -0.65 -0.22 2.28 0.136
H 0.08 1.41 -1.53 0.146
H 1.34 -0.57 0.48 0.128
H 1.39 1.23 0.81 0.114
H -1.03 1.38 0.54 0.144
```

Summary:
Energy relative to the best compared isomer or geometry (same formula, charge and spin) (kJ/mol): 203.2
SMILES: N#C[C@@H]1C[C@@H]1C=O
Gap between HOMO and LUMO (eV): 10.90
Energy (eV): -8801.313

---

(12)
ORCA calculation (the ωB97M-V functional and the def2-TZVPD basis) on the molecule C5H5NO2 at a distorted geometry.

```
13
Properties=species:S:1:pos:R:3:lowdin_charge:R:1
O 2.91 -0.24 0.05 -0.031
O 0.61 -1.48 -0.05 0.048
N 1.78 0.54 -0.03 0.059
C -0.65 0.49 0.02 -0.239
C -0.97 1.78 -0.02 0.084
C 0.70 -0.12 -0.02 -0.321
C -0.74 -1.78 -0.02 -0.069
C -1.54 -0.69 0.07 -0.013
H -2.62 -0.67 0.06 0.109
H 3.64 0.41 0.07 0.109
H -2.00 2.10 -0.02 0.070
H -0.20 2.52 -0.07 0.061
H -0.91 -2.86 -0.03 0.133
```

Summary:
Energy relative to the best compared isomer or geometry (same formula, charge and spin) (kJ/mol): 303.4
SMILES: C=C1C=CO/C1=N\O
Gap between HOMO and LUMO (eV): 8.61
Energy (eV): -10848.170

---

(13)
ORCA calculation (the ωB97M-V functional and the def2-TZVPD basis) on a 3-piece molecular cluster, C5H5NO2 overall at a distorted geometry.

```
13
Properties=species:S:1:pos:R:3:lowdin_charge:R:1
O 0.67 2.27 -0.08 0.043
O 2.51 0.33 -0.32 -0.018
N -0.77 -0.87 -0.07 -0.011
C -1.61 1.12 0.07 -0.003
C 1.55 -0.58 -0.15 -0.288
C 0.37 -0.11 -0.05 -0.323
C -0.06 1.21 -0.05 -0.286
C -2.00 -0.17 -0.14 -0.091
H -2.11 2.07 -0.22 0.112
H 3.31 -0.60 1.31 0.270
H -0.83 -2.23 -0.44 0.319
H 1.91 -1.68 0.32 0.157
H -2.93 -0.75 -0.18 0.120
```

Summary:
Energy relative to the best compared isomer or geometry (same formula, charge and spin) (kJ/mol): 994.4
Gap between HOMO and LUMO (eV): 4.94
Energy (eV): -10841.008

---

(14)
ORCA calculation (the ωB97M-V functional and the def2-TZVPD basis) on the molecule C5H5NO2 at a distorted geometry.

```
13
Properties=species:S:1:pos:R:3:lowdin_charge:R:1
O 2.41 -0.67 0.51 -0.033
O -1.51 -0.35 0.50 -0.029
N -0.84 -1.72 0.32 0.106
C -0.57 0.58 0.50 -0.465
C -0.69 1.73 -0.38 0.009
C 0.30 0.56 -0.75 -0.110
C 1.24 -0.49 -0.10 -0.219
C 0.38 -1.84 0.14 -0.079
H 0.03 0.85 1.42 0.188
H -0.39 -0.29 -1.23 0.156
H -1.34 1.80 -1.29 0.129
H 0.12 2.66 -0.12 0.187
H 0.86 -2.82 0.48 0.159
```

Summary:
Energy relative to the best compared isomer or geometry (same formula, charge and spin) (kJ/mol): 781.9
SMILES: O=C1C=NO[C@@H]2C[C@@H]12
Gap between HOMO and LUMO (eV): 9.41
Energy (eV): -10843.211

---

(15)
ORCA calculation (the ωB97M-V functional and the def2-TZVPD basis) on the molecule C5H5NO2S at a distorted geometry.

```
14
Properties=species:S:1:pos:R:3:lowdin_charge:R:1
S 2.08 -1.20 0.94 0.995
O 4.03 1.26 -0.42 0.178
O -0.36 -2.33 -1.02 0.082
N 0.58 -0.74 0.46 -0.421
C 2.94 -0.90 -0.63 -0.328
C 3.51 0.23 -0.55 -0.335
C -0.42 -1.40 -0.24 -0.490
C -1.44 -0.28 -0.01 -0.027
C -0.25 0.53 0.64 -0.093
H -0.13 1.39 0.02 0.100
H -1.91 0.20 -0.88 0.124
H 2.84 -1.61 -1.36 0.045
H -0.17 0.80 1.66 0.090
H -2.08 -0.70 0.66 0.079
```

Summary:
Energy relative to the best compared isomer or geometry (same formula, charge and spin) (kJ/mol): 209.5
SMILES: O=C=CSN1CCC1=O
Gap between HOMO and LUMO (eV): 10.01
Energy (eV): -21683.965

---

(16)
ORCA calculation (the ωB97M-V functional and the def2-TZVPD basis) on C5H5NO2S as an isolated structure at a distorted geometry.

```
14
Properties=species:S:1:pos:R:3:lowdin_charge:R:1
S -0.88 -1.35 -0.78 1.010
O 1.39 -0.30 -1.55 0.055
O -1.71 -0.02 1.29 -0.016
N 0.30 0.74 0.61 0.117
C 2.68 1.48 -0.45 -0.021
C -0.65 -0.04 0.46 -0.698
C -2.40 -1.75 -0.02 -0.397
C 1.63 0.52 -0.75 -0.310
C -2.65 -0.96 1.02 -0.213
H 3.54 1.31 -1.11 0.094
H -3.01 -2.55 -0.40 0.063
H 2.97 1.40 0.59 0.094
H 2.29 2.48 -0.60 0.101
H -3.49 -0.95 1.68 0.122
```

Summary:
Energy relative to the best compared isomer or geometry (same formula, charge and spin) (kJ/mol): 189.8
Gap between HOMO and LUMO (eV): 8.81
Energy (eV): -21684.169

---

(17)
ORCA calculation (the ωB97M-V functional and the def2-TZVPD basis) on C5H5NO2S as an isolated structure at a distorted geometry.

```
14
Properties=species:S:1:pos:R:3:lowdin_charge:R:1
S 3.70 0.63 0.01 0.979
O -0.79 1.69 0.01 -0.046
O -2.25 1.63 0.20 -0.009
N 1.75 -0.94 0.42 0.010
C -0.25 0.49 0.25 -0.143
C 2.09 1.24 -0.13 -0.333
C 1.10 0.24 0.14 -0.379
C 3.02 -0.94 0.38 -0.447
C -1.25 -1.10 -0.20 0.152
H 3.69 -1.74 0.66 0.078
H -0.47 -1.80 0.09 -0.019
H 1.90 2.23 -0.66 0.104
H -2.21 -1.20 0.20 -0.033
H -2.51 0.70 -0.09 0.085
```

Summary:
Energy relative to the best compared isomer or geometry (same formula, charge and spin) (kJ/mol): 758.0
Gap between HOMO and LUMO (alpha / beta) (eV): 8.49 / 6.76
Energy (eV): -21678.280

---

(18)
ORCA calculation (the ωB97M-V functional and the def2-TZVPD basis) on the molecule C5H5NOS at a distorted geometry.

```
13
Properties=species:S:1:pos:R:3:lowdin_charge:R:1
S 3.19 0.18 2.86 0.590
O 0.55 -2.08 -0.42 0.179
N 1.69 -1.66 1.63 0.104
C 1.88 -0.84 2.67 -0.688
C -0.98 0.08 -0.39 -0.027
C 1.07 -1.48 0.60 -0.341
C 0.18 0.43 -1.21 -0.063
C 0.33 -0.60 -0.24 -0.232
H -1.85 -0.53 -0.63 0.130
H 0.13 -0.09 -2.12 0.112
H 0.69 1.33 -1.32 0.107
H -1.00 0.81 0.39 0.113
H 1.22 -0.83 3.45 0.015
```

Summary:
Energy relative to the best compared isomer or geometry (same formula, charge and spin) (kJ/mol): 445.3
SMILES: S=C/N=C1/OC12CC2
Gap between HOMO and LUMO (alpha / beta) (eV): 8.80 / 8.80
Energy (eV): -19634.377

---

(19)
ORCA calculation (the ωB97M-V functional and the def2-TZVPD basis) on the molecule C5H5NOS at a distorted geometry.

```
13
Properties=species:S:1:pos:R:3:lowdin_charge:R:1
S 2.15 -0.94 -0.10 0.729
O -2.42 0.50 -0.12 0.039
N -1.11 -1.30 0.22 0.161
C -1.16 1.08 -0.09 -0.014
C 1.44 1.70 0.09 -0.184
C -2.33 -0.79 -0.07 -0.197
C 1.07 0.27 0.02 -0.866
C -0.39 -0.01 0.26 -0.286
H 2.62 1.68 -0.46 0.143
H 1.36 1.94 1.33 0.173
H 0.84 2.37 -0.61 0.069
H -0.79 2.10 -0.21 0.115
H -3.09 -1.47 -0.25 0.118
```

Summary:
Energy relative to the best compared isomer or geometry (same formula, charge and spin) (kJ/mol): 354.1
SMILES: CC(=S)c1cocn1
Gap between HOMO and LUMO (eV): 8.10
Energy (eV): -19635.322

---

(20)
ORCA calculation (the ωB97M-V functional and the def2-TZVPD basis) on the molecule C5H5NOS at a distorted geometry.

```
13
Properties=species:S:1:pos:R:3:lowdin_charge:R:1
S -3.09 -0.08 0.04 0.643
O 0.11 -1.15 0.03 -0.026
N 1.51 -1.22 -0.11 0.127
C -1.58 0.68 -0.03 -0.595
C 1.00 1.03 -0.10 0.059
C -0.24 0.27 -0.07 -0.256
C 1.94 0.04 -0.04 -0.407
C 3.42 0.33 0.14 -0.036
H 1.29 2.01 -0.20 0.097
H 3.46 1.45 0.56 0.123
H 3.98 0.13 -0.88 0.117
H 3.64 -0.46 0.87 0.070
H -1.62 1.83 0.07 0.084
```

Summary:
Energy relative to the best compared isomer or geometry (same formula, charge and spin) (kJ/mol): 364.5
SMILES: Cc1cc(C=S)on1
Gap between HOMO and LUMO (eV): 7.24
Energy (eV): -19635.214